Molecular formula: C5H11BrN
Method: DFT, the ωB97M-V functional and the def2-TZVPD basis

Geometry as XYZ:
```
18
C5H11BrN the ωB97M-V functional and the def2-TZVPD basis
Br 2.852 -2.890 -0.499
N -0.277 0.335 -0.026
C -1.362 -0.155 -0.950
C 1.392 -2.080 0.248
C -0.326 0.103 1.435
C 0.036 1.813 -0.384
C 1.015 -0.240 -0.350
H 1.494 -0.185 -1.440
H -1.187 -1.148 -1.018
H 0.602 0.184 2.022
H 1.209 -2.381 1.193
H 1.023 2.058 -0.002
H -1.129 0.728 1.981
H -2.221 0.011 -0.419
H -1.451 0.219 -1.969
H -0.261 2.120 -1.456
H -0.716 -0.854 1.451
H -0.693 2.361 0.182
```

Results
highest occupied orbital energy (alpha / beta) = -12.5 / -13.5 eV
ΔE to the lowest compared entry with this formula, charge and spin = 166.1 kcal/mol
total charge = +1
Kohn-Sham gap (alpha / beta) = 7.67 / 9.14 eV



Molecular formula: C14H37BN3NbO7
Method: DFT, the ωB97M-V functional and the def2-TZVPD basis

Geometry as XYZ:
```
63
C14H37BN3NbO7 the ωB97M-V functional and the def2-TZVPD basis
Nb -0.116 -1.272 0.559
O 4.153 -1.206 -2.132
O -0.997 1.869 -2.224
O 1.637 -0.619 1.317
O -2.479 -2.447 -1.483
O -1.081 0.505 0.530
O -0.925 -2.996 4.625
O -0.674 -2.934 3.177
N -2.833 -3.373 0.739
N 2.879 0.525 -1.371
N -2.780 2.814 -3.335
C -2.043 1.600 -2.684
C -2.239 3.322 0.313
C 5.219 0.213 1.669
C -3.708 2.579 -4.478
C 3.457 -1.090 2.958
C 0.457 -0.994 -1.636
C -0.911 -1.633 2.690
C -1.701 2.606 1.565
C -2.732 0.287 -2.610
C -0.583 1.608 1.273
C 3.047 -0.780 -1.852
C 2.514 -1.590 1.861
C 1.812 -1.633 -2.026
C 4.063 0.285 2.670
B -2.026 -2.502 -0.142
H -2.017 3.453 -3.570
H -3.614 0.211 -3.242
H 1.885 -2.339 2.356
H -2.014 -0.486 -2.884
H -3.365 -2.833 1.413
H 4.470 0.676 3.611
H 0.179 2.116 0.665
H -4.574 2.032 -4.123
H -0.149 1.293 2.226
H 4.879 -0.209 0.719
H 3.795 0.911 -1.173
H 2.375 1.111 -2.021
H -0.445 -0.904 3.371
H -3.181 2.017 -5.244
H -1.731 -2.463 4.725
H -3.149 2.826 -0.048
H 0.646 -2.934 0.504
H 2.928 -1.063 3.917
H -2.506 2.119 2.120
H 5.658 1.198 1.491
H -1.271 3.376 2.216
H -0.297 -1.422 -2.308
H 0.463 0.078 -1.843
H -1.472 3.328 -0.462
H -2.188 -3.944 1.281
H -3.014 0.120 -1.568
H 1.946 -2.570 -1.485
H 4.260 -1.826 3.075
H 1.803 -1.868 -3.099
H -4.019 3.542 -4.873
H -2.519 4.350 0.558
H 3.294 0.986 2.336
H -3.268 3.277 -2.559
H 6.010 -0.426 2.071
H 3.054 -2.143 1.083
H -2.003 -1.447 2.694
H -2.257 -3.288 -1.904
```

Results
highest occupied orbital energy = -6.7 eV
Kohn-Sham gap = 5.37 eV



Molecular formula: C19H28F4N4O7S
Method: DFT, the ωB97M-V functional and the def2-TZVPD basis

Geometry as XYZ:
```
63
C19H28F4N4O7S the ωB97M-V functional and the def2-TZVPD basis
S -1.725 -4.103 -0.541
F -3.177 3.706 -1.086
F -2.998 -6.283 -1.318
F -1.812 -5.348 -2.869
F -0.843 -6.475 -1.295
O -1.784 -4.592 0.820
O -0.447 -3.542 -0.939
O 1.892 1.602 -4.204
O 1.303 0.971 2.498
O 2.763 -0.697 2.302
O 2.546 0.334 -4.115
O -2.877 -3.324 -0.962
N -1.872 1.849 -1.414
N -1.038 3.804 -1.937
N -0.605 1.639 -1.902
N 1.105 3.169 -2.666
C 1.431 6.007 -0.640
C 2.720 -1.922 3.063
C 1.324 -2.520 3.280
C 1.474 5.357 -1.642
C -0.081 0.302 -1.996
C -2.070 3.149 -1.463
C -0.996 -1.603 2.875
C -2.837 0.843 -0.962
C 2.263 0.392 2.932
C -0.122 2.875 -2.195
C 1.380 4.602 -2.890
C -0.208 -0.355 -3.136
C 0.262 -2.180 2.221
C 2.146 2.231 -2.949
C -1.852 -5.631 -1.557
C -2.064 -1.231 1.858
C -2.949 0.785 0.551
C 3.001 0.911 4.142
C -1.716 0.072 1.145
H 0.957 -2.300 4.283
H 0.412 -1.204 -3.372
H 0.641 -1.519 1.446
H -0.931 -0.045 -3.879
H 2.312 4.685 -3.440
H 2.271 1.070 4.932
H 3.385 1.891 3.870
H -1.052 -0.155 0.313
H 0.327 -0.149 -1.104
H -2.589 -0.139 -1.357
H 0.572 5.012 -3.491
H 3.083 2.778 -3.023
H 2.996 0.271 -4.970
H -3.801 1.116 -1.391
H -1.398 -2.357 3.554
H -1.190 0.742 1.823
H -2.168 -1.956 1.063
H 2.250 1.467 -2.182
H 3.384 -2.627 2.576
H 1.463 -3.601 3.257
H -0.726 -0.725 3.468
H 3.803 0.263 4.475
H -3.122 1.763 0.998
H 1.337 6.642 0.205
H -3.841 0.197 0.768
H -3.010 -1.106 2.387
H -0.057 -3.097 1.732
H 3.155 -1.712 4.045
```

Results
highest occupied orbital energy = -8.3 eV
Kohn-Sham gap = 8.20 eV